81
Properties=species:S:1:pos:R:3 method="wB97M-V/def2-TZVPD" smiles="O=C=NNS(=O)(=O)F.CN(C)C=O.CN(C)C=O.CN(C)C=O.CN(C)C=O.CN(C)C=O.CN(C)C=O" mol_weight_da=578.66 homo_ha=-0.32263 homo_lumo_gap_ha=0.3272 lumo_ev=0.1
N 5.71 4.27 2.97
C 6.39 5.00 2.05
C -0.88 -4.55 2.73
H 0.33 1.14 -5.30
C -5.84 -3.29 -1.36
H -3.86 -2.92 5.17
H 0.65 -1.03 -4.00
H 5.19 2.78 1.58
H 2.37 -1.24 1.28
N -0.20 -3.30 3.08
C 5.06 3.02 2.63
H 6.65 4.85 4.74
N -0.34 0.71 -3.38
N -6.59 -2.08 -1.67
H -1.18 1.97 -4.83
O -6.80 -1.49 0.53
H -0.22 -1.15 -2.45
C 0.47 -2.58 2.17
H -1.30 2.39 -2.69
O 4.87 -2.20 2.26
H -1.94 -4.45 2.95
H 0.76 -2.75 4.85
C -4.88 -3.43 2.72
O 3.55 0.93 -4.94
H 3.83 4.33 -3.32
H -7.45 -0.84 -3.14
N 3.53 3.21 -5.08
H 5.07 4.06 4.96
H -6.45 -3.93 -0.71
H -5.58 -3.82 -2.27
H -0.84 -3.52 5.07
O 2.50 1.70 0.12
H -7.46 -2.59 -3.49
C -3.79 -2.12 4.43
H 3.82 2.15 -3.34
O 6.95 6.06 2.27
H -0.75 -4.77 1.68
H 2.73 5.05 -4.52
C 3.30 3.21 -6.51
C 3.64 2.03 -4.42
C -0.26 -2.83 4.45
C -5.80 -1.23 3.25
H -0.72 -1.84 4.48
H -2.82 -2.19 3.94
C 5.64 4.75 4.34
N 3.11 -1.43 0.56
C -0.75 1.50 -2.35
H 4.49 5.04 -4.82
H -6.52 -1.49 2.48
H 5.16 5.73 4.35
N -4.83 -2.29 3.44
H 6.38 4.55 1.05
H -1.21 0.24 -5.21
C -7.01 -1.29 -0.65
H -3.88 -1.15 4.93
H -4.93 -3.01 -0.82
S 4.59 -1.09 1.35
N 2.88 -0.58 -0.56
H 3.99 3.11 2.85
H -5.71 -3.46 2.00
C 2.45 0.58 -0.20
O -4.10 -4.37 2.83
O 4.57 0.16 2.13
H 5.49 2.22 3.24
C -0.62 1.04 -4.76
H 1.31 -0.25 -2.54
C 0.40 -0.51 -3.08
H 2.36 2.68 -6.71
C -6.88 -1.77 -3.05
O -0.56 1.28 -1.17
H 0.45 -3.02 1.17
H -0.45 -5.36 3.33
H 3.24 4.23 -6.89
C 3.65 4.48 -4.39
H -5.28 -0.31 2.96
O 1.06 -1.52 2.41
H -5.94 -1.66 -3.60
F 5.84 -0.96 0.28
H -6.33 -1.05 4.20
H -7.57 -0.40 -1.00
H 4.11 2.68 -7.01